1.
Entry from the OMol25 dataset: a cluster of 2 separate species, CH3ClN2O in total (ωB97M-V with the def2-TZVPD basis set).

The gap between HOMO and LUMO comes out at 10.71 eV. The SMILES is N=C=O.NCl. As for the relative energy (zero: lowest compared OMol25 entry of this formula, charge and spin): 0.000 eV. The value obtained for the HOMO energy is -10.33 eV.

ORCA input file:
```
! wB97M-V def2-TZVPD RIJCOSX def2/J DEFGRID3
* xyz 0 1
N 1.036 -0.930 -0.035
C 1.765 -1.813 -0.363
O 2.572 -2.521 -0.786
H 0.219 -0.831 0.525
N -1.597 1.836 0.036
Cl -1.929 0.332 0.865
H -1.149 1.592 -0.846
H -0.917 2.335 0.605
*
```

Atom charges from the Mulliken analysis, given in e for atoms 1 to 4:
1. N -0.2835
2. C 0.4552
3. O -0.4088
4. H 0.2423



2.
Entry from the OMol25 dataset: a structure of composition C49H45AsN7S2SeTc (ωB97M-V with the def2-TZVPD basis set).

The gap between HOMO and LUMO (alpha / beta) comes out at 5.78 / 5.36 eV. As for the relative energy (zero: lowest compared OMol25 entry of this formula, charge and spin): 1.629 eV. The value obtained for the HOMO energy (alpha / beta) is -14.57 / -14.59 eV.

ORCA input file:
```
! wB97M-V def2-TZVPD RIJCOSX def2/J DEFGRID3
* xyz 3 4
Tc -0.311 0.600 0.603
C -3.230 -2.589 -1.781
C -4.406 -1.854 -1.765
C -4.484 -0.733 -0.954
C -3.383 -0.383 -0.169
N -2.245 -1.087 -0.222
C -2.170 -2.151 -1.001
C -3.389 0.720 0.798
C -4.550 1.394 1.167
C -4.495 2.342 2.178
C -3.313 2.501 2.882
C -2.190 1.778 2.482
N -2.211 0.990 1.386
C -0.940 1.709 3.234
C -0.775 2.241 4.514
C 0.385 1.976 5.218
C 1.360 1.189 4.615
C 1.143 0.716 3.335
N 0.027 0.964 2.645
H -3.128 -3.476 -2.385
H -5.251 -2.144 -2.372
H -5.384 -0.142 -0.941
H -1.225 -2.676 -1.005
H -5.489 1.174 0.686
H -5.375 2.903 2.448
H -3.267 3.170 3.725
H -1.552 2.830 4.970
H 0.520 2.352 6.221
H 2.268 0.937 5.138
H 1.880 0.095 2.832
Se -2.962 4.639 -0.516
N -1.723 5.707 0.044
C -0.655 5.013 0.410
C 0.557 5.519 0.904
C 1.533 4.601 1.214
C 1.298 3.233 1.051
N 0.162 2.715 0.610
C -0.811 3.581 0.271
N -1.984 3.203 -0.221
H 0.699 6.581 1.014
H 2.490 4.921 1.589
H 2.086 2.525 1.282
C -1.471 -6.136 2.652
C -0.917 -5.707 1.450
C -0.619 -4.378 1.263
C -0.891 -3.430 2.265
C -1.478 -3.876 3.465
C -1.740 -5.216 3.658
C -0.597 -2.034 2.104
C 0.227 -1.451 1.181
C 1.361 -2.028 0.594
C 1.882 -1.414 -0.658
C 3.158 -1.941 -1.164
C 3.806 -2.946 -0.538
C 3.301 -3.483 0.679
C 2.150 -3.005 1.242
H -1.700 -7.179 2.797
H -0.727 -6.417 0.662
H -0.188 -4.045 0.332
H -1.691 -3.170 4.254
H -2.164 -5.554 4.590
H -1.138 -1.389 2.787
H 1.124 -1.402 -1.451
H 3.550 -1.502 -2.068
H 4.717 -3.353 -0.950
H 3.851 -4.275 1.164
H 1.797 -3.406 2.180
N -0.745 0.698 -1.438
S 0.173 0.965 -2.755
C -0.187 -0.491 -3.796
C 0.878 -1.263 -4.232
C 0.630 -2.385 -5.008
C -0.673 -2.723 -5.338
C -1.730 -1.945 -4.893
C -1.493 -0.818 -4.123
C -0.730 2.148 -3.787
C -1.980 2.639 -3.455
C -2.613 3.511 -4.330
C -2.000 3.871 -5.520
C -0.740 3.381 -5.833
C -0.097 2.517 -4.963
H -1.719 0.635 -1.710
H 1.889 -0.977 -3.984
H 1.455 -2.986 -5.356
H -0.863 -3.584 -5.961
H -2.743 -2.207 -5.157
H -2.319 -0.197 -3.808
H -2.463 2.358 -2.529
H -3.591 3.900 -4.084
H -2.510 4.525 -6.210
H -0.259 3.669 -6.753
H 0.880 2.123 -5.195
C 5.522 1.083 0.137
As 4.500 0.055 1.440
C 5.713 -1.451 1.802
C 4.853 1.109 3.068
S 1.998 0.427 -0.269
H 6.511 1.292 0.546
H 5.021 2.022 -0.093
H 5.638 0.523 -0.787
H 6.669 -1.040 2.126
H 5.869 -2.049 0.909
H 5.308 -2.085 2.589
H 5.924 1.306 3.100
H 4.579 0.536 3.951
H 4.326 2.060 3.077
*
```

Atom charges from the Mulliken analysis, given in e for atoms 1 to 4:
1. Tc -1.2159
2. C -1.4185
3. C -1.0410
4. C -0.8983



3.
Entry from the OMol25 dataset: a cluster of 2 separate species, C31H39INO7P in total (ωB97M-V with the def2-TZVPD basis set).

The gap between HOMO and LUMO comes out at 5.05 eV. The value obtained for the HOMO energy is -6.33 eV.

ORCA input file:
```
! wB97M-V def2-TZVPD RIJCOSX def2/J DEFGRID3
* xyz 0 1
C -5.585 1.677 -0.142
C -5.731 0.690 -1.450
C -6.040 -0.885 -1.084
O -4.847 -1.759 -1.107
C -4.076 -1.573 0.164
C -2.902 -0.394 0.120
C -2.076 -0.136 1.513
C -2.363 -1.002 2.915
C -3.491 -2.191 2.957
C -4.331 -2.445 1.533
C -5.466 -3.670 1.603
C -6.499 -3.218 2.829
O -7.189 -2.079 2.642
I -6.777 -4.306 4.709
C -1.433 -0.532 4.223
O -0.925 -1.411 5.097
C -1.206 1.122 4.335
C -1.296 1.867 5.792
C -1.602 0.998 7.171
O -0.942 1.228 8.313
O -2.648 -0.076 7.217
C -1.110 3.513 5.813
C -0.833 4.393 4.421
C -0.741 3.630 2.935
P -0.471 4.597 1.304
O 0.902 5.376 1.220
C -0.930 1.993 2.934
C -0.907 1.059 1.546
O -0.016 1.212 0.559
H -4.446 2.013 -0.027
H -6.247 2.659 -0.209
H -5.865 1.023 0.804
H -6.532 1.151 -2.168
H -4.702 0.709 -2.015
H -6.614 -0.884 -0.054
H -6.793 -1.281 -1.921
H -2.707 0.242 -0.867
H -3.713 -2.807 3.936
H -6.027 -3.808 0.581
H -4.987 -4.697 1.967
H -1.208 4.053 6.873
H -0.705 5.568 4.446
H -1.602 5.515 1.143
H -0.521 3.736 0.118
C 5.807 -2.064 -4.935
C 4.397 -2.111 -4.360
C 3.658 -0.776 -4.439
C 4.089 0.371 -3.524
N 3.855 0.214 -1.997
C 5.021 -0.475 -1.279
C 6.126 0.568 -1.221
C 5.431 1.915 -1.159
C 3.951 1.642 -1.360
C 2.454 -0.345 -1.645
C 2.350 -1.869 -1.514
C 1.247 -2.470 -2.377
H 6.417 -1.305 -4.435
H 6.294 -3.031 -4.803
H 5.781 -1.847 -5.999
H 4.446 -2.493 -3.344
H 3.827 -2.854 -4.931
H 2.585 -0.941 -4.324
H 3.762 -0.412 -5.472
H 3.497 1.247 -3.822
H 5.141 0.625 -3.686
H 4.679 -0.736 -0.271
H 5.327 -1.370 -1.818
H 6.753 0.515 -2.118
H 6.789 0.407 -0.364
H 5.815 2.585 -1.935
H 5.601 2.409 -0.197
H 3.440 2.367 -2.000
H 3.457 1.612 -0.382
H 1.750 0.082 -2.365
H 2.191 0.065 -0.661
H 2.090 -2.095 -0.471
H 3.286 -2.395 -1.690
H 0.311 -1.909 -2.276
H 1.056 -3.505 -2.080
H 1.521 -2.490 -3.434
*
```

Atom charges from the Mulliken analysis, given in e for atoms 1 to 4:
1. C -0.5185
2. C -0.4333
3. C -0.3615
4. O -0.4226



4.
Entry from the OMol25 dataset: a structure of composition C8H26N2O6Sr (ωB97M-V with the def2-TZVPD basis set).

The gap between HOMO and LUMO comes out at 3.69 eV. As for the relative energy (zero: lowest compared OMol25 entry of this formula, charge and spin): 4.773 eV. The value obtained for the HOMO energy is -0.08 eV.

ORCA input file:
```
! wB97M-V def2-TZVPD RIJCOSX def2/J DEFGRID3
* xyz -2 1
Sr -21.076 -1.711 20.253
O -21.194 -0.155 17.202
H -21.830 0.577 17.088
O -18.663 -3.297 18.668
H -17.782 -3.439 19.066
O -23.598 0.576 21.054
H -23.441 1.459 20.668
O -22.827 -3.727 18.278
H -23.751 -3.428 18.384
C -17.612 -0.954 23.253
C -18.740 0.011 23.633
C -18.699 1.254 22.705
O -18.757 0.735 21.333
C -18.686 1.720 20.449
N -19.945 -0.777 23.419
H -17.623 -1.907 23.782
H -16.629 -0.490 23.334
H -17.686 -1.375 22.250
H -18.558 0.358 24.651
H -17.784 1.807 22.918
H -19.542 1.916 22.903
H -18.324 1.267 19.526
H -17.929 2.410 20.822
H -19.656 2.206 20.347
H -20.702 -0.289 23.874
H -19.943 -1.708 23.810
C -19.990 -5.879 22.662
C -21.454 -6.009 23.179
C -21.485 -6.024 24.758
O -20.736 -7.082 25.216
C -20.472 -7.153 26.703
N -22.264 -4.932 22.615
H -19.376 -6.718 22.989
H -19.507 -4.938 22.927
H -19.985 -5.940 21.573
H -21.934 -6.930 22.848
H -22.536 -6.073 25.043
H -20.989 -5.156 25.193
H -21.384 -7.023 27.286
H -19.853 -6.354 27.112
H -20.072 -8.118 27.014
H -23.232 -4.827 22.880
H -22.355 -5.171 21.638
*
```

Atom charges from the Mulliken analysis, given in e for atoms 1 to 4:
1. Sr 1.3690
2. O -1.0042
3. H 0.1075
4. O -0.9321



5.
Entry from the OMol25 dataset: a structure of composition C26H30N2OP2SY (ωB97M-V with the def2-TZVPD basis set).

The gap between HOMO and LUMO comes out at 7.29 eV. The value obtained for the HOMO energy is -16.67 eV.

ORCA input file:
```
! wB97M-V def2-TZVPD RIJCOSX def2/J DEFGRID3
* xyz 3 1
Y -1.528 0.500 -1.336
N 0.886 -0.024 0.787
P 1.200 -0.090 -0.886
C 2.831 0.581 -1.144
C 3.661 0.995 -0.104
C 4.943 1.446 -0.384
C 5.394 1.483 -1.696
C 4.567 1.075 -2.736
C 3.287 0.625 -2.465
C 1.124 -1.801 -1.420
C 0.098 -2.090 -2.328
C -0.154 -3.383 -2.770
C 0.646 -4.410 -2.291
C 1.686 -4.141 -1.404
C 1.925 -2.849 -0.967
P -0.740 -0.097 1.260
C -0.769 0.563 2.908
C -0.129 1.777 3.183
C -0.159 2.291 4.467
C -0.835 1.606 5.473
C -1.480 0.408 5.202
C -1.449 -0.119 3.918
C -1.369 -1.768 1.192
C -0.703 -2.915 1.622
C -1.272 -4.160 1.410
C -2.503 -4.274 0.767
C -3.181 -3.144 0.335
C -2.604 -1.897 0.543
H 1.614 -0.146 1.484
H 3.334 0.989 0.928
H 5.590 1.765 0.421
H 6.396 1.830 -1.910
H 4.924 1.103 -3.757
H 2.661 0.290 -3.286
H -0.450 -1.283 -2.840
H -0.929 -3.583 -3.498
H 0.477 -5.424 -2.630
H 2.316 -4.952 -1.063
H 2.742 -2.655 -0.282
H 0.413 2.309 2.409
H 0.346 3.220 4.692
H -0.855 2.009 6.477
H -1.999 -0.120 5.989
H -1.951 -1.058 3.718
H 0.255 -2.836 2.123
H -0.762 -5.050 1.754
H -2.939 -5.253 0.619
H -4.154 -3.238 -0.128
H -3.196 -1.006 0.303
N -3.806 0.204 -2.215
H -4.063 -0.743 -2.499
H -4.001 0.784 -3.033
H -4.518 0.475 -1.535
C -0.167 4.681 -2.378
S -0.623 3.913 -0.851
C -1.940 4.961 -0.306
O -1.366 2.601 -1.310
H 0.257 5.656 -2.126
H -1.045 4.789 -3.013
H 0.604 4.067 -2.839
H -1.488 5.916 -0.032
H -2.377 4.506 0.582
H -2.673 5.089 -1.102
*
```

Atom charges from the Mulliken analysis, given in e for atoms 1 to 4:
1. Y 1.6711
2. N -0.0050
3. P 0.1810
4. C 0.9868



6.
Entry from the OMol25 dataset: an isolated molecule of C4H5NO (ωB97M-V with the def2-TZVPD basis set).

The gap between HOMO and LUMO comes out at 10.60 eV. The SMILES is CC#CC(N)=O. As for the relative energy (zero: lowest compared OMol25 entry of this formula, charge and spin): 1.530 eV. The value obtained for the HOMO energy is -9.68 eV.

ORCA input file:
```
! wB97M-V def2-TZVPD RIJCOSX def2/J DEFGRID3
* xyz 0 1
C 1.990 1.155 -0.589
C 1.058 0.116 -0.183
C 0.143 -0.576 0.197
C -1.213 -0.550 0.751
N -2.116 -1.447 0.275
O -1.510 0.315 1.554
H 1.978 1.279 -1.675
H 3.009 0.975 -0.241
H 1.633 2.082 -0.124
H -3.082 -1.245 0.490
H -1.889 -2.103 -0.455
*
```

Atom charges from the Mulliken analysis, given in e for atoms 1 to 4:
1. C -1.0014
2. C 0.2070
3. C -0.1012
4. C 0.5578



7.
Entry from the OMol25 dataset: an isolated molecule of C6H10O (ωB97M-V with the def2-TZVPD basis set).

The gap between HOMO and LUMO comes out at 10.94 eV. The SMILES is C[C@H]1C[C@H]1CC=O. As for the relative energy (zero: lowest compared OMol25 entry of this formula, charge and spin): 1.598 eV. The value obtained for the HOMO energy is -9.92 eV.

ORCA input file:
```
! wB97M-V def2-TZVPD RIJCOSX def2/J DEFGRID3
* xyz 0 1
C 0.912 0.947 -1.503
C -0.008 -0.250 -1.377
C 0.329 -1.471 -0.566
C -0.674 -0.517 -0.018
C -0.068 0.198 1.173
C -1.124 0.552 2.228
O -2.271 0.165 2.231
H 1.389 0.986 -2.487
H 1.708 0.918 -0.754
H 0.344 1.876 -1.368
H -0.561 -0.429 -2.309
H -0.061 -2.400 -0.976
H 1.197 -1.441 0.152
H -1.704 -0.849 0.134
H 0.451 1.135 0.931
H 0.876 -0.474 1.440
H -0.789 1.261 3.010
*
```

Atom charges from the Mulliken analysis, given in e for atoms 1 to 4:
1. C -1.4515
2. C 0.1403
3. C -0.7186
4. C 0.0576



8.
Entry from the OMol25 dataset: a structure of composition C35H31N3O2PS2W (ωB97M-V with the def2-TZVPD basis set).

The gap between HOMO and LUMO (alpha / beta) comes out at 3.88 / 3.88 eV. The value obtained for the HOMO energy (alpha / beta) is -16.09 / -16.09 eV.

ORCA input file:
```
! wB97M-V def2-TZVPD RIJCOSX def2/J DEFGRID3
* xyz 3 1
W -0.175 -0.858 0.331
C -4.646 -0.240 0.691
C -4.097 -1.020 -0.542
C -5.063 -1.529 -1.437
C -4.678 -2.358 -2.518
C -3.356 -2.653 -2.722
C -2.370 -2.310 -1.794
C -0.928 -2.720 -1.892
C -2.810 -1.635 -0.579
N -1.965 -1.687 0.541
C -2.378 -1.924 1.912
O -3.464 -2.340 2.313
C -1.391 -1.387 2.934
C -1.414 -1.132 4.321
C -0.268 -0.896 5.024
C 0.970 -0.880 4.343
C 1.009 -1.369 2.995
N -0.181 -1.468 2.314
C 2.127 -1.697 2.102
O 3.298 -1.797 2.377
N 1.624 -1.768 0.778
C 2.601 -2.348 -0.213
C 3.697 -1.630 -0.671
C 3.969 -0.244 -0.189
C 4.576 -2.189 -1.555
C 4.626 -3.562 -1.781
C 3.573 -4.329 -1.273
C 2.537 -3.726 -0.518
C 1.487 -4.669 0.007
H -5.087 -1.095 1.372
H -5.368 0.571 0.404
H -3.849 0.106 1.339
H -6.068 -1.146 -1.398
H -5.317 -2.706 -3.296
H -2.991 -3.114 -3.649
H -0.369 -2.282 -0.901
H -0.492 -2.131 -2.758
H -0.691 -3.776 -2.029
H -2.400 -1.203 4.761
H -0.448 -0.729 6.095
H 1.943 -0.641 4.832
H 3.416 0.164 0.659
H 3.769 0.519 -0.932
H 5.046 -0.123 -0.026
H 5.241 -1.546 -2.127
H 5.462 -4.099 -2.206
H 3.496 -5.387 -1.495
H 0.768 -4.256 0.719
H 1.950 -5.559 0.460
H 0.864 -5.005 -0.834
S -0.968 1.446 1.254
P -0.168 2.399 -0.352
S 0.572 0.628 -1.316
C -1.122 3.620 -1.239
C -0.681 4.022 -2.560
C -1.538 4.838 -3.294
C -2.833 5.144 -2.763
C -3.243 4.726 -1.494
C -2.370 4.097 -0.696
C 1.299 3.249 0.210
C 1.863 4.337 -0.446
C 2.954 5.088 0.038
C 3.382 4.747 1.294
C 2.802 3.696 2.040
C 1.904 2.815 1.444
H 0.340 3.784 -2.922
H -1.313 5.111 -4.336
H -3.521 5.622 -3.424
H -4.169 5.093 -1.079
H -2.643 3.828 0.360
H 1.491 4.708 -1.409
H 3.495 5.883 -0.458
H 4.291 5.214 1.746
H 3.000 3.604 3.107
H 1.391 2.099 2.009
*
```

Atom charges from the Mulliken analysis, given in e for atoms 1 to 4:
1. W 0.5204
2. C -1.3718
3. C 0.4983
4. C -0.7515